{"formula": "C4H8O2", "method": "ωB97M-V/def2-TZVPD", "total_energy_ha": -307.5596, "de_lowest_ev": 4.1588, "spin_multiplicity": 1, "homo_lumo_gap_ev": 10.03, "total_charge": 0, "e_homo_ev": -9.0786, "smiles": "CO/C=C/CO", "species": ["C", "C", "C", "C", "H", "H", "H", "H", "H", "H", "H", "H", "O", "O"], "positions_angstrom": [[-2.863, 0.511, 0.213], [-0.520, -0.427, 0.211], [0.627, -0.198, -0.491], [1.920, -0.451, 0.234], [-3.822, 0.173, -0.386], [-2.737, 1.724, 0.123], [-3.107, 0.212, 1.311], [-0.683, -1.066, 1.306], [0.706, 0.232, -1.617], [1.765, -0.680, 1.369], [2.379, -1.321, -0.289], [2.433, 1.472, 0.599], [-1.767, -0.329, -0.405], [2.778, 0.659, -0.022]]}

{"formula": "C2H3N3O2", "method": "ωB97M-V/def2-TZVPD", "total_energy_ha": -392.5063, "de_lowest_ev": 7.8164, "spin_multiplicity": 1, "homo_lumo_gap_ev": [8.20, 8.22], "total_charge": 0, "e_homo_ev": [-8.9309, -8.9367], "species": ["C", "C", "N", "N", "N", "O", "O", "H", "H", "H"], "positions_angstrom": [[-0.452, 0.109, -0.905], [-1.166, -0.681, 1.201], [1.407, 1.303, -1.844], [0.541, 0.703, -1.231], [-1.394, -0.299, 0.013], [-1.510, -0.998, 2.270], [1.173, -0.024, 1.136], [1.311, -0.513, 1.987], [2.262, 0.834, -2.112], [-2.172, -0.434, -0.514]]}